# 1
Computed, not measured: a molecular structure, C21H24CoN2OPS5 at a distorted geometry, with ωB97M-V/def2-TZVPD.

```
55
Properties=species:S:1:pos:R:3:forces:R:3
Co 1.587 -0.404 -0.322 -0.589 0.036 -1.319
S 3.438 0.868 -0.089 0.209 0.420 -0.339
S 4.611 0.123 1.331 0.463 -0.819 0.464
S 4.552 -2.022 1.176 -0.046 0.858 -0.018
S 2.898 -2.444 0.244 0.184 -0.462 -0.143
C -2.777 -1.866 -2.381 -0.138 -0.258 0.412
N -1.408 -1.451 -2.139 0.285 -0.227 0.254
C -0.383 -2.306 -1.924 0.524 1.573 0.248
N -0.591 -3.634 -2.077 -0.554 -0.429 -0.345
O 0.749 -1.888 -1.557 -0.514 -0.724 -0.107
H -3.465 -1.062 -2.052 0.421 -0.536 -0.197
H -2.979 -2.785 -1.793 -0.202 0.532 -0.212
H -2.964 -2.092 -3.437 0.018 0.134 0.094
H -1.217 -0.476 -1.843 0.120 -0.499 -0.136
H -1.367 -3.933 -2.640 -0.117 0.014 0.000
H 0.203 -4.243 -2.132 0.375 0.176 0.161
S 0.108 1.197 -1.238 0.053 0.237 0.307
C 0.496 1.219 -2.951 -0.004 0.076 -0.341
C -0.523 1.450 -3.887 0.319 0.010 -0.203
C -0.233 1.519 -5.246 -0.128 -0.115 0.224
C 1.071 1.351 -5.690 0.058 0.122 -0.380
C 2.081 1.113 -4.770 0.511 -0.022 0.085
C 1.809 1.060 -3.412 -0.057 -0.248 0.393
H -1.543 1.605 -3.557 0.022 -0.052 0.113
H -1.048 1.684 -5.944 0.164 0.063 -0.007
H 1.317 1.438 -6.749 -0.129 -0.112 0.246
H 3.114 0.977 -5.099 -0.326 0.065 0.012
H 2.611 0.874 -2.678 -0.386 0.157 -0.539
C 1.547 -1.221 3.096 0.204 -0.469 0.264
P 0.785 -0.226 1.774 -0.891 -0.122 1.431
C -0.975 -0.686 2.045 0.143 -0.296 0.564
C -1.718 -0.112 3.084 0.041 0.319 -0.200
C -3.026 -0.518 3.328 0.407 0.061 -0.078
C -3.591 -1.527 2.555 -0.323 0.141 0.085
C -2.838 -2.155 1.576 0.280 -0.279 0.066
C -1.515 -1.775 1.368 -0.107 -0.021 -0.141
C 0.841 1.481 2.402 -0.268 -0.466 0.227
C 1.722 1.882 3.394 0.331 0.248 0.076
C 1.783 3.226 3.763 0.450 -0.542 0.535
C 0.950 4.155 3.178 0.098 0.516 -0.163
C 0.031 3.740 2.226 -0.656 -0.052 -0.274
C -0.061 2.399 1.875 -0.188 0.299 -0.175
H 1.104 -1.003 4.087 0.234 -0.072 -0.516
H 2.631 -1.048 3.099 -0.258 0.015 0.151
H 1.399 -2.291 2.849 -0.019 0.581 0.151
H -1.253 0.672 3.690 -0.323 -0.228 -0.224
H -3.576 -0.036 4.125 -0.125 -0.102 -0.007
H -4.617 -1.837 2.736 0.126 0.047 -0.043
H -3.246 -2.986 1.004 0.011 0.138 0.156
H -0.893 -2.390 0.724 -0.025 0.295 -0.270
H 2.373 1.173 3.906 -0.094 0.127 -0.302
H 2.502 3.494 4.539 -0.257 0.154 -0.222
H 1.016 5.211 3.446 -0.015 -0.312 -0.031
H -0.654 4.455 1.759 0.252 -0.225 0.246
H -0.868 2.049 1.226 0.436 0.276 -0.033
```
Positions in Å, forces in eV/Å.

The expectation value of S² is 6.02. The value obtained for the total energy is -4714.53206 a.u. The maximum force comes out at 0.0329 Eh/bohr. The spin multiplicity is 5. The molar mass is 570.678 u. For the HOMO energy (spin up / spin down), the calculation gives -0.26502 / -0.26800 Eh.

# 2
Computed, not measured: 9 unconnected molecules or ions with the total composition C46H60O28 at a distorted geometry, with ωB97M-V/def2-TZVPD.

```
134
Properties=species:S:1:pos:R:3:forces:R:3
O 2.484 1.283 3.422 0.731 -0.347 1.123
C 3.485 1.559 2.794 0.031 0.244 -2.173
C 3.565 1.350 1.351 -0.766 -0.853 0.329
C 4.605 1.711 0.610 0.891 -0.848 -0.769
O 4.662 1.379 -0.698 0.049 0.033 0.402
C 5.819 2.376 1.200 -0.882 0.588 0.856
O 6.730 2.775 0.517 0.142 -0.316 -0.541
C 5.727 2.573 2.641 0.394 0.059 1.068
C 4.668 2.210 3.379 0.207 -0.207 0.927
O 4.612 2.339 4.712 -0.023 0.200 -0.228
H 2.745 0.792 0.916 0.174 0.357 0.208
H 5.471 1.743 -1.088 0.188 0.069 0.199
H 6.552 2.986 3.209 0.190 0.169 -0.423
H 3.721 2.044 4.983 0.170 0.009 -0.026
O -1.628 -1.754 5.426 0.178 -0.188 0.668
C -0.492 -1.764 5.013 0.582 0.369 -2.584
C -0.135 -1.466 3.613 -0.322 0.160 0.062
C 1.136 -1.456 3.183 0.506 -1.175 -0.558
O 1.440 -1.322 1.892 -0.241 0.263 -0.070
C 2.307 -1.861 4.057 -0.113 0.929 1.139
O 3.459 -1.751 3.688 -0.333 -0.243 -0.686
C 1.953 -2.260 5.409 -0.113 0.005 -0.165
C 0.681 -2.189 5.812 -0.411 -0.734 2.276
O 0.351 -2.553 7.072 0.249 0.005 -0.301
H -0.931 -1.354 2.888 -0.067 0.185 0.098
H 2.370 -1.559 1.719 0.039 0.118 0.123
H 2.718 -2.585 6.099 0.078 0.000 -0.078
H -0.619 -2.585 7.140 0.010 0.245 -0.105
O 3.143 -1.973 -0.269 0.293 0.255 0.391
C 3.946 -2.488 -1.012 1.020 -1.651 -0.828
C 5.341 -2.808 -0.746 0.842 0.522 1.721
C 6.161 -3.550 -1.510 -0.616 0.372 -0.541
O 7.412 -3.817 -1.178 0.364 0.112 0.352
C 5.666 -4.081 -2.818 -1.303 0.032 -0.921
O 6.342 -4.759 -3.558 0.905 -0.066 0.365
C 4.279 -3.759 -3.162 -0.326 0.006 0.761
C 3.495 -3.079 -2.311 -1.423 0.462 -0.485
O 2.183 -2.946 -2.551 0.238 -0.295 -0.375
H 5.744 -2.488 0.211 -0.084 0.165 -0.044
H 7.893 -4.229 -1.913 -0.351 -0.181 -0.149
H 3.785 -4.211 -4.010 0.408 -0.042 -0.238
H 1.742 -2.215 -2.045 0.365 0.129 0.161
O -3.433 0.089 -4.959 -0.007 0.712 -0.216
C -2.237 -0.107 -4.937 0.907 -0.777 -0.888
C -1.632 -1.431 -4.778 -0.293 -0.308 0.105
C -0.314 -1.620 -4.626 -0.020 -0.746 -0.128
O 0.191 -2.850 -4.473 -0.054 0.518 0.132
C 0.641 -0.488 -4.772 0.248 1.713 -0.126
O 1.824 -0.532 -4.503 -0.173 -0.842 -0.131
C 0.058 0.752 -5.303 -0.652 0.348 -0.336
C -1.265 0.970 -5.328 0.537 0.216 0.077
O -1.787 2.134 -5.768 -0.370 -0.511 0.578
H -2.254 -2.314 -4.852 -0.243 0.148 0.360
H 1.096 -2.772 -4.114 0.144 -0.109 -0.037
H 0.685 1.537 -5.706 0.367 -0.105 0.321
H -2.732 2.082 -5.528 0.025 0.093 -0.364
O 0.910 2.293 1.340 0.029 -0.023 -0.428
C 0.753 2.725 2.455 -1.037 1.352 1.421
C 0.019 2.068 3.539 -0.742 -0.516 -1.322
C -0.306 2.663 4.683 0.308 -0.122 0.996
O -0.983 2.034 5.665 0.275 -0.209 -0.218
C 0.174 4.050 5.061 0.460 -0.459 -1.405
O -0.128 4.530 6.129 0.063 -0.046 0.307
C 0.977 4.686 4.024 0.357 0.603 0.040
C 1.218 4.136 2.818 -0.385 -0.496 -0.220
O 1.788 4.823 1.849 0.532 0.207 -0.087
H -0.343 1.086 3.255 0.059 -0.053 0.454
H -0.681 2.430 6.499 -0.486 0.265 -0.041
H 1.365 5.683 4.192 -0.180 0.048 0.144
H 1.870 4.305 1.026 -0.367 0.026 0.132
C -6.444 0.325 0.338 -0.250 0.052 -0.670
O -7.595 -0.348 -0.154 0.423 -0.563 -0.007
C -7.440 -0.713 -1.518 -0.537 0.346 0.194
C -6.578 -1.930 -1.827 -0.023 0.431 -0.384
O -5.183 -1.708 -1.829 0.076 0.122 0.467
C -4.724 -1.012 -2.973 0.505 -0.802 0.286
H -5.539 -0.285 0.257 -0.100 -0.089 0.222
H -6.655 0.617 1.363 0.119 0.041 -0.003
H -6.291 1.201 -0.309 0.141 0.210 0.334
H -7.120 0.188 -2.055 0.247 -0.131 -0.253
H -8.447 -0.927 -1.882 -0.057 -0.097 0.078
H -6.861 -2.267 -2.832 -0.161 -0.150 -0.002
H -6.806 -2.723 -1.116 0.119 -0.009 0.067
H -3.635 -0.982 -2.918 -0.164 0.113 0.381
H -5.101 0.009 -3.033 -0.153 -0.062 -0.196
H -4.920 -1.602 -3.873 -0.423 0.284 -0.087
C 4.455 5.855 -1.579 1.134 0.685 -0.458
O 3.780 5.182 -0.558 -0.662 0.141 0.060
C 3.238 3.952 -0.981 1.208 -0.495 -1.233
C 2.022 3.999 -1.904 -0.138 0.596 1.124
O 0.968 4.496 -1.102 -0.466 -0.158 0.866
C -0.253 4.750 -1.769 0.775 0.309 -0.908
H 5.379 5.353 -1.895 -0.134 -0.481 0.101
H 4.821 6.817 -1.218 -0.366 0.006 0.335
H 3.903 6.067 -2.499 -0.472 -0.197 0.191
H 3.118 3.295 -0.117 -0.730 0.521 0.029
H 4.038 3.422 -1.521 -0.218 0.153 -0.300
H 1.818 2.980 -2.250 -0.082 0.047 -0.198
H 2.162 4.679 -2.749 0.228 -0.170 -0.166
H -0.176 5.717 -2.283 -0.041 -0.071 -0.214
H -1.104 4.850 -1.101 0.238 -0.405 0.386
H -0.396 3.963 -2.516 -0.464 0.012 0.013
C -3.900 -1.764 2.298 0.055 0.064 0.320
O -4.077 -3.157 2.216 -0.015 -0.044 -0.199
C -4.795 -3.533 1.047 1.265 -0.644 0.385
C -4.867 -5.032 0.950 -0.908 -0.586 -1.436
O -3.607 -5.683 0.913 -0.320 0.117 1.090
C -3.531 -6.711 1.890 0.551 -0.048 -0.420
H -3.209 -1.541 3.111 -0.305 -0.202 0.310
H -4.876 -1.306 2.485 0.124 0.369 -0.022
H -3.425 -1.305 1.421 -0.279 -0.280 -0.374
H -4.195 -3.241 0.181 -0.406 0.600 -0.164
H -5.817 -3.147 1.056 0.031 0.335 -0.214
H -5.311 -5.263 -0.031 -0.061 0.419 -0.168
H -5.647 -5.468 1.585 0.719 -0.108 0.828
H -3.561 -6.339 2.916 -0.355 0.161 -0.020
H -2.561 -7.197 1.779 -0.031 -0.012 -0.179
H -4.313 -7.446 1.688 -0.056 -0.115 0.322
C -2.645 1.766 -2.199 -1.067 0.542 0.611
O -1.571 0.879 -2.260 0.262 -0.085 -0.330
C -1.261 0.309 -1.004 -0.113 0.309 0.102
C -0.369 -0.898 -1.170 -0.189 -0.658 0.975
O 0.931 -0.772 -1.769 -1.629 1.329 -0.488
C 1.629 0.348 -1.234 1.569 -0.251 0.256
H -2.933 2.150 -3.178 0.588 -0.002 -0.105
H -2.457 2.597 -1.509 0.234 0.133 -0.171
H -3.577 1.313 -1.831 0.240 -0.406 0.130
H -2.198 -0.028 -0.538 0.079 -0.365 -0.020
H -0.855 1.030 -0.284 0.134 0.271 -0.316
H -0.979 -1.635 -1.693 0.562 -0.194 -0.393
H -0.190 -1.277 -0.157 -0.213 -0.079 0.074
H 2.401 0.715 -1.916 -0.167 -0.512 -0.425
H 2.183 -0.046 -0.382 -0.346 0.308 -0.076
H 1.084 1.245 -0.953 -0.696 -0.397 -0.001
```
Positions in Å, forces in eV/Å.

The value obtained for the total energy is -3895.27292 a.u. The maximum force comes out at 0.0520 Eh/bohr. The molar mass is 1060.958 u. For the HOMO energy, the calculation gives -0.34466 Eh.

# 3
Computed, not measured: 6 unconnected molecules or ions with the total composition C14H34ClN4O5S, with ωB97M-V/def2-TZVPD.

```
59
Properties=species:S:1:pos:R:3:forces:R:3
Cl 0.273 -0.916 0.074 -0.109 0.211 -0.044
C -1.398 -2.675 -3.547 0.383 -0.208 0.677
C -1.298 -1.317 -4.193 -0.430 0.162 -0.412
O -1.726 -1.093 -5.318 0.151 -0.074 0.004
N -0.722 -0.368 -3.421 0.031 -0.141 0.355
C -0.699 1.037 -3.762 -0.403 -0.126 -0.120
H -2.318 -3.188 -3.813 -0.025 0.108 -0.204
H -1.337 -2.597 -2.458 -0.123 0.056 -0.051
H -0.546 -3.301 -3.818 -0.063 0.060 -0.287
H -0.593 -0.611 -2.449 0.307 0.064 0.173
H 0.294 1.391 -4.041 0.059 -0.019 0.077
H -1.077 1.598 -2.908 0.149 0.158 -0.035
H -1.371 1.203 -4.603 0.055 -0.043 -0.032
C -2.048 -4.355 0.056 -0.115 -0.181 0.150
C -2.772 -3.884 1.300 -0.163 -0.376 -0.038
O -3.620 -4.581 1.846 -0.018 0.132 -0.029
N -2.389 -2.674 1.754 -0.115 0.235 -0.138
C -2.954 -2.056 2.931 0.392 -0.477 0.543
H -1.463 -5.237 0.324 0.277 0.215 0.063
H -1.434 -3.560 -0.363 0.167 -0.204 -0.104
H -2.762 -4.737 -0.673 -0.161 0.304 -0.003
H -1.620 -2.215 1.287 0.100 0.207 -0.111
H -3.417 -1.089 2.745 -0.011 -0.023 -0.160
H -2.169 -1.934 3.682 -0.072 0.217 -0.013
H -3.671 -2.749 3.368 -0.163 0.068 -0.180
C 0.118 0.050 4.055 0.444 0.079 -0.036
C -1.112 0.864 3.736 -0.106 0.350 0.244
O -1.851 1.282 4.619 -0.088 -0.224 -0.061
N -1.340 1.066 2.422 0.090 0.098 0.197
C -2.580 1.576 1.890 0.170 -0.199 -0.794
H 0.591 0.406 4.968 -0.194 0.070 0.068
H 0.864 0.077 3.259 -0.153 -0.107 -0.103
H -0.182 -0.987 4.211 0.012 -0.020 -0.037
H -0.625 0.790 1.766 -0.146 -0.357 -0.112
H -3.036 0.792 1.274 -0.195 0.054 0.158
H -2.391 2.404 1.201 -0.003 0.153 0.214
H -3.263 1.888 2.671 0.126 -0.028 0.189
C 0.311 2.871 -0.766 0.249 -0.032 0.100
C 1.236 3.185 0.394 0.516 0.086 -0.458
O 1.636 4.319 0.605 -0.187 0.020 0.160
N 1.697 2.108 1.074 -0.062 0.214 0.124
C 2.843 2.183 1.942 0.505 -0.815 0.207
H 0.856 3.144 -1.671 0.002 0.066 0.008
H -0.570 3.509 -0.728 -0.120 -0.149 0.066
H 0.084 1.805 -0.827 -0.291 0.072 0.092
H 1.403 1.185 0.789 -0.214 -0.194 -0.144
H 3.769 2.058 1.371 -0.001 0.409 0.022
H 2.829 1.320 2.613 -0.195 0.126 0.124
H 2.904 3.087 2.538 -0.258 0.156 -0.183
C 3.856 0.071 -0.667 -0.719 0.178 -0.090
S 4.362 1.700 -1.271 0.373 -0.372 -0.248
O 5.823 1.634 -1.571 -0.067 0.028 0.098
C 3.518 1.574 -2.860 -0.697 0.093 0.484
H 2.763 0.064 -0.597 0.027 0.006 0.008
H 4.242 -0.084 0.337 0.246 0.033 -0.076
H 4.130 -0.735 -1.346 0.347 0.136 -0.025
H 3.731 0.605 -3.304 0.107 0.112 -0.233
H 3.769 2.429 -3.482 0.397 -0.116 -0.025
H 2.449 1.668 -2.644 -0.013 -0.247 -0.020
```
Positions in Å, forces in eV/Å.

The value obtained for the total energy is -2007.63363 a.u. The maximum force comes out at 0.0191 Eh/bohr. Its total charge is -1. The molar mass is 405.969 u. For the HOMO energy, the calculation gives -0.24999 Eh.